Record 1
63
Properties=species:S:1:pos:R:3 method="wB97M-V/def2-TZVPD" lumo_ev=1.11 largest_force_ha_per_bohr=0.0635 de_lowest_kj_mol=0.0 total_charge=-1
Pb -0.60035 1.09360 0.47256
C 3.90498 2.85886 1.79622
C 3.95186 3.74168 0.67856
C 2.85327 4.55720 0.39909
C 1.69187 4.51164 1.24638
C 1.64624 3.56256 2.26761
C 2.72948 2.72925 2.51734
H 4.78350 2.32280 2.13018
H 4.84508 3.88173 0.15498
H 2.83472 5.22099 -0.46447
H 0.84422 5.11493 0.98260
H 0.75851 3.47856 2.87680
H 2.64259 1.99359 3.26834
Cl -7.63462 -1.13048 2.19323
C -6.10280 -0.73946 1.60821
C -6.04248 -0.03314 0.39217
C -4.82060 0.38064 -0.16258
C -3.58322 -0.06740 0.41310
O -2.46995 -0.03343 -0.32741
C -3.68713 -0.60834 1.79834
C -2.56942 -0.59211 2.64245
O -1.41574 -0.04904 2.42495
C -4.92399 -1.04476 2.31717
H -6.95637 0.31124 -0.03583
H -4.82304 0.91539 -1.15088
H -2.76487 -1.01805 3.64233
H -5.00854 -1.53247 3.29245
Se -4.08221 3.16893 -3.69073
Sb -2.06114 3.75162 -2.31293
Se -4.04180 5.33278 -2.69791
Se -0.91042 4.98230 -4.36168
Se 0.86806 4.23139 -3.22760
C 3.05591 -0.29266 -0.48834
Si 1.26568 -0.99861 -0.22120
C 0.62324 -1.41992 -2.05077
C 1.82779 -1.93487 -2.91326
C -0.55397 -2.41839 -2.09177
C 0.08395 -0.03102 -2.64448
C 1.48482 -2.62704 0.80284
C 1.91342 -3.92449 0.03286
C 2.57922 -2.26182 1.82668
C 0.15528 -2.92535 1.50172
H 3.77834 -1.07671 -0.66393
H 3.33475 0.30055 0.37428
H 2.99230 0.33381 -1.38668
H 2.46510 -2.71508 -2.42177
H 2.50213 -1.12186 -3.18387
H 1.42895 -2.39488 -3.83831
H -0.38020 -3.42240 -1.72354
H -0.80594 -2.57388 -3.17143
H -1.48107 -2.09324 -1.56985
H 0.81484 0.80572 -2.52890
H -0.83523 0.21270 -2.11904
H -0.10862 -0.19104 -3.74158
H 2.89220 -3.82295 -0.48356
H 1.10508 -4.34232 -0.63073
H 2.04951 -4.73678 0.75073
H 3.60500 -2.24239 1.35409
H 2.60279 -3.01574 2.63779
H 2.39662 -1.26250 2.31443
H -0.72126 -3.06308 0.85264
H -0.08154 -2.16923 2.27824
H 0.15526 -3.86758 2.06367



Record 2
67
Properties=species:S:1:pos:R:3 method="wB97M-V/def2-TZVPD" lumo_ev="-7.56 / -6.26" largest_force_ha_per_bohr=0.0173 s2=2.389 spin_multiplicity=3 total_charge=+2
Cr 0.00141 -0.11633 -0.52253
C 0.08848 2.86589 -0.35645
C -1.23283 2.69453 0.37355
N -1.49238 1.24447 0.56726
C -1.64106 0.82477 1.99200
C -0.92833 -0.48747 2.23744
N 0.39138 -0.46440 1.54607
C 1.38475 0.45962 2.15681
C 1.33942 1.83838 1.51475
N 0.99709 1.76230 0.06094
H -0.04906 2.78504 -1.43458
H 0.52830 3.84147 -0.14982
H -1.22416 3.20238 1.33354
H -2.02800 3.16317 -0.19854
H -2.35113 0.98109 0.08716
H -1.23291 1.60395 2.63202
H -2.69203 0.71299 2.24865
H -0.79368 -0.65043 3.30724
H -1.50078 -1.31631 1.83618
H 0.76950 -1.40443 1.61927
H 1.20538 0.54553 3.22976
H 2.37025 0.02579 2.02798
H 0.61074 2.47503 2.00471
H 2.30757 2.32063 1.63598
H 1.86120 1.88961 -0.44781
N 2.00949 -0.23944 -1.40412
C 3.01805 -0.50371 -0.40438
C 4.01644 0.41482 -0.12993
C 4.93251 0.14054 0.87624
C 4.83862 -1.04889 1.58756
C 3.84350 -1.96925 1.28394
C 2.91576 -1.70803 0.28083
C 1.85209 -2.65624 -0.13178
C 2.12095 -4.02913 -0.13262
C 1.20642 -4.93861 -0.63636
C 0.01479 -4.48861 -1.18591
C -0.28589 -3.12950 -1.19700
C 0.61118 -2.24088 -0.63392
H 2.26058 0.56007 -1.97734
H 1.95612 -1.03293 -2.03408
H 4.11180 1.32402 -0.72201
H 5.72388 0.84710 1.09193
H 5.55085 -1.26601 2.37297
H 3.77992 -2.89742 1.84097
H 3.08299 -4.37291 0.22975
H 1.43845 -5.99680 -0.62879
H -0.70204 -5.18641 -1.60382
H -1.22297 -2.81086 -1.62138
C -2.43972 1.65749 -2.75434
C -1.52735 0.58472 -3.22868
N -0.47064 0.03288 -2.62142
C 0.04475 -0.90182 -3.52892
C -0.67078 -0.87355 -4.66921
N -1.64870 0.06995 -4.45966
H -2.26339 1.87973 -1.71409
H -3.48039 1.35153 -2.85900
H -2.28732 2.56702 -3.33993
H 0.87578 -1.55310 -3.32223
H -0.57703 -1.43893 -5.58282
H -2.38314 0.30921 -5.10826
F -1.72508 -1.01441 -0.43670
P -3.69463 -1.41446 -0.66272
F -5.20399 -1.66688 -0.84738
F -3.73065 -1.07662 0.88661
F -3.28200 -2.88982 -0.32873
F -3.77379 0.17426 -0.95724
F -3.26704 -1.63282 -2.17570



Record 3
61
Properties=species:S:1:pos:R:3 method="wB97M-V/def2-TZVPD" lumo_ev=-4.39 largest_force_ha_per_bohr=0.0404 de_lowest_kj_mol=0.0 total_charge=+1
Os 0.06637 -0.57546 0.05187
O -0.58558 -1.63020 1.64372
C -1.67990 -1.41152 2.32606
C -2.08348 -2.38828 3.25875
C -3.18240 -2.18829 4.04994
C -3.94032 -1.00182 3.95836
C -3.58096 -0.05404 3.04738
C -2.45763 -0.23023 2.19478
C -2.21118 0.80581 1.25481
N -1.35121 0.78069 0.27057
N -1.34687 1.87335 -0.60273
C -0.36558 1.76613 -1.46160
O 0.49604 0.79567 -1.44138
C -0.18700 2.82183 -2.48199
C 0.99145 2.86900 -3.21846
C 1.17806 3.86921 -4.16044
C 0.18425 4.81432 -4.37425
C -1.00002 4.75762 -3.65007
C -1.18505 3.76824 -2.69918
H -1.48931 -3.28962 3.33273
H -3.47010 -2.95369 4.75950
H -4.79035 -0.84357 4.60674
H -4.16546 0.85388 2.94904
H -2.82700 1.70052 1.30963
H 1.75984 2.13003 -3.03803
H 2.09824 3.91211 -4.72824
H 0.32946 5.59362 -5.11115
H -1.77985 5.48574 -3.82956
H -2.09754 3.71979 -2.12057
C -3.20726 -1.74475 -0.74998
Se -1.63500 -1.15080 -1.71586
C -1.15230 -2.89273 -2.37170
C -0.54171 -3.77468 -1.31129
Se 1.02300 -2.91500 -0.58536
C 1.91187 -2.54670 -2.27499
H -3.87282 -2.19198 -1.48488
H -3.67980 -0.87146 -0.31230
H -2.95057 -2.45374 0.03213
H -0.44900 -2.69017 -3.17376
H -2.03181 -3.35404 -2.82198
H -0.26071 -4.73188 -1.75198
H -1.18514 -3.97503 -0.45606
H 1.90644 -3.45099 -2.88008
H 2.93697 -2.27393 -2.03812
H 1.43011 -1.72119 -2.78834
C 1.16716 2.37168 1.70696
Si 2.11688 0.81191 2.07052
C 1.42950 -0.02396 3.58392
C 3.91354 1.22957 2.26281
C 2.00416 -0.41436 0.58238
H 1.21344 3.03853 2.57307
H 0.11364 2.19792 1.49706
H 1.58752 2.90862 0.85190
H 1.93979 0.33245 4.48214
H 1.54834 -1.10867 3.53736
H 0.36350 0.18656 3.70332
H 4.05034 1.86501 3.14191
H 4.28532 1.77431 1.39201
H 4.53324 0.33939 2.39331
H 2.44074 -1.37150 0.87617
H 2.57460 0.02141 -0.24725



no.,calculated total energy (eV)
1,-320984.8065
2,-86265.8548
3,-171424.4752